C5H10O2 | ωB97M-V/def2-TZVPD

E_tot: -9439.2213 eV
energy relative to the best compared isomer or geometry (same formula, charge and spin): 3.822 eV
total charge: 0

Each atom is followed by the atoms it is bonded to, with distances in Å.
CARTESIAN COORDINATES (ANGSTROEM)
1 O -1.3216 -1.8008 1.4285  C2 1.394, H8 0.981
2 C -1.5079 -0.4664 1.0714  O1 1.394, C3 1.508, H9 1.106, H10 1.102
3 C -1.0011 -0.2353 -0.3296  C2 1.508, C4 1.478, H11 1.087
4 C -0.4846 1.0876 -0.7377  C3 1.478, C5 1.726, H12 1.101, H13 1.100
5 C 1.2204 0.8306 -0.8186  C4 1.726, C6 1.498, H14 1.101, H15 1.099
6 C 1.6086 -0.2994 0.0844  C5 1.498, O7 1.368, H16 1.109, H17 1.135
7 O 0.7276 -1.3263 -0.1180  C6 1.368
8 H -0.4184 -1.9924 1.0970  O1 0.981
9 H -0.9846 0.2427 1.7390  C2 1.106
10 H -2.5834 -0.2467 1.1692  C2 1.102
11 H -1.4079 -0.8924 -1.0944  C3 1.087
12 H -0.6811 1.8891 -0.0091  C4 1.101
13 H -0.7834 1.3946 -1.7508  C4 1.100
14 H 1.8402 1.7161 -0.6098  C5 1.101
15 H 1.3731 0.4684 -1.8449  C5 1.099
16 H 1.7813 -0.0402 1.1488  C6 1.109
17 H 2.6228 -0.3291 -0.4253  C6 1.135